{
  "formula": "C5H10",
  "method": "the ωB97M-V functional and the def2-TZVPD basis",
  "symbols": ["C", "C", "C", "C", "C", "H", "H", "H", "H", "H", "H", "H", "H", "H", "H"],
  "positions_angstrom": [[-1.70982, -0.23456, -1.58146], [-0.56751, -0.50720, -0.53044], [0.36452, 0.57118, -0.50611], [0.35173, 2.02640, -0.48364], [1.36758, -0.23796, -1.05163], [-2.69004, 0.09875, -1.04498], [-2.05071, -1.08554, -2.28271], [-1.53653, 0.65958, -2.19539], [-0.43005, -1.52905, -0.34533], [1.44271, -1.91806, 6.83604], [1.05979, 2.41278, -1.20548], [-0.29279, 2.62323, 0.12273], [0.78271, -1.80183, 6.49815], [2.36470, 0.09470, -1.56384], [1.54371, -1.17243, -0.66589]],
  "nbo_charge": [-0.6735, -0.0455, -0.0824, -0.6168, -0.3134, 0.2277, 0.2203, 0.2399, 0.2236, 0.0001, 0.1998, 0.2101, -0.0001, 0.2215, 0.1887],
  "homo_lumo_gap_ev": 6.4925,
  "homo_energy_ev": -6.872,
  "e_tot_ev": -5340.6395,
  "relative_energy_kcal_mol": 152.8
}

{
  "formula": "C6H3F3",
  "method": "the ωB97M-V functional and the def2-TZVPD basis",
  "symbols": ["C", "C", "C", "C", "C", "C", "F", "F", "F", "H", "H", "H"],
  "positions_angstrom": [[0.19786, 1.54428, 0.77100], [-0.86694, 0.63647, 0.53175], [1.32236, 1.33095, -0.16485], [-0.28546, -0.12388, -0.44234], [0.95952, 0.27501, -0.95259], [-1.31039, -2.28972, -0.48603], [1.67107, -0.28886, -1.90387], [-2.08311, -2.50563, 0.59285], [-0.20132, -2.94597, -0.19485], [0.03668, 2.24380, 1.57197], [-1.68103, 0.19010, 1.03672], [2.24076, 1.93346, -0.35976]],
  "nbo_charge": [-0.0338, -0.4437, -0.3842, 0.1234, 0.3019, 0.6999, -0.2803, -0.3528, -0.3375, 0.2157, 0.2492, 0.2422],
  "homo_lumo_gap_ev": [7.5684, 7.0869],
  "homo_energy_ev": [-9.006, -9.052],
  "e_tot_ev": -14415.4136,
  "relative_energy_kcal_mol": 34.5
}

{
  "formula": "C7H9NO3",
  "method": "the ωB97M-V functional and the def2-TZVPD basis",
  "symbols": ["C", "C", "C", "C", "C", "C", "C", "N", "O", "O", "O", "H", "H", "H", "H", "H", "H", "H", "H", "H"],
  "positions_angstrom": [[0.43392, 1.81589, 0.18099], [-1.57008, 0.72173, -0.45110], [-1.38464, -0.74866, -0.76312], [-0.22004, -0.37319, 1.27612], [-0.66670, 1.04958, 0.78803], [1.13266, -0.48673, -0.76761], [-0.05886, -1.10679, -0.10282], [2.41910, -0.55650, -0.18485], [1.22532, 2.59227, -0.15109], [3.49202, -0.29450, -0.74267], [2.43874, -0.92113, 0.98923], [-1.31550, 1.45412, -1.17290], [-2.48793, 1.12436, -0.11785], [-2.32365, -1.17922, -0.46802], [-1.21775, -1.05632, -1.88372], [0.59508, -0.28370, 1.94135], [-0.96561, -0.93317, 1.74946], [-0.97968, 1.77043, 1.51123], [1.25867, -0.49889, -1.80707], [0.19492, -2.08954, 0.17641]],
  "nbo_charge": [0.8548, -0.3792, -0.4163, -0.3578, -0.3731, -0.3236, -0.2598, 0.4803, -0.3629, -0.4509, -0.5075, 0.2198, 0.2284, 0.2318, 0.2362, 0.2575, 0.2156, 0.2623, 0.2053, 0.2394],
  "homo_lumo_gap_ev": [7.7944, 7.7955],
  "homo_energy_ev": [-7.844, -7.845],
  "e_tot_ev": -15030.9730,
  "relative_energy_kcal_mol": 142.5
}

{
  "formula": "C9H25BrInN3O5P",
  "method": "the ωB97M-V functional and the def2-TZVPD basis",
  "symbols": ["O", "P", "O", "In", "Br", "H", "H", "H", "H", "C", "O", "N", "C", "C", "H", "H", "H", "H", "H", "H", "H", "C", "O", "N", "C", "C", "H", "H", "H", "H", "H", "H", "H", "C", "O", "N", "C", "C", "H", "H", "H", "H", "H", "H", "H"],
  "positions_angstrom": [[1.18229, -1.99058, 0.65214], [0.18080, -0.78668, 1.34776], [0.84752, 0.76738, 1.16927], [-2.18711, -0.90684, 0.43592], [-3.50986, -2.54760, 2.05285], [0.65880, -2.55987, 0.09817], [1.30139, 0.88132, 0.32966], [-2.31382, -1.51372, -1.25387], [-3.01825, 0.69360, 0.45904], [-1.66247, 2.86210, 3.39987], [-1.71084, 1.67321, 3.20999], [-0.52975, 3.55744, 3.67042], [-0.53901, 4.98634, 3.88417], [0.73027, 2.83430, 3.74686], [-2.56416, 3.49878, 3.36729], [0.09777, 5.47356, 3.14062], [-0.15798, 5.21161, 4.88443], [-1.55096, 5.37935, 3.79475], [0.92466, 2.33126, 2.79941], [0.66915, 2.07546, 4.52924], [1.54240, 3.52499, 3.97081], [0.80519, -5.79795, -0.41692], [-0.34727, -5.92488, -0.76184], [1.87815, -5.90076, -1.23847], [3.23346, -5.73460, -0.75675], [1.65346, -6.18380, -2.64324], [1.07975, -5.57950, 0.62756], [3.70942, -4.90211, -1.27982], [3.80382, -6.64897, -0.94205], [3.23518, -5.52627, 0.31128], [1.03465, -5.39877, -3.08100], [1.12650, -7.13430, -2.74648], [2.60394, -6.23483, -3.17008], [-0.41782, 1.99253, -1.81892], [0.77169, 1.92952, -1.57830], [-0.96953, 2.85915, -2.69885], [-2.39603, 2.88587, -2.94742], [-0.10516, 3.78261, -3.40776], [-1.17128, 1.33987, -1.34521], [-2.58837, 2.67792, -4.00315], [-2.79347, 3.87293, -2.69732], [-2.90151, 2.13652, -2.34041], [0.63152, 3.22409, -3.98857], [0.42751, 4.41110, -2.69131], [-0.69471, 4.40921, -4.07378]],
  "nbo_charge": [-1.0115, 0.7577, -1.0131, 0.5997, -0.5938, 0.4820, 0.4958, -0.3700, -0.3451, 0.5281, -0.5799, -0.4425, -0.3932, -0.4321, 0.0881, 0.1867, 0.1827, 0.2034, 0.2605, 0.2110, 0.1832, 0.5242, -0.6046, -0.4392, -0.3969, -0.4158, 0.1139, 0.1956, 0.1821, 0.2184, 0.2182, 0.2077, 0.1948, 0.5389, -0.6539, -0.4347, -0.4007, -0.4143, 0.1478, 0.1848, 0.1848, 0.2386, 0.2089, 0.2087, 0.1948],
  "homo_lumo_gap_ev": 5.6772,
  "homo_energy_ev": -3.050,
  "total_charge": -1,
  "e_tot_ev": -108953.1602
}

{
  "formula": "C9H13N4O2",
  "method": "the ωB97M-V functional and the def2-TZVPD basis",
  "symbols": ["C", "C", "C", "C", "C", "C", "C", "C", "C", "N", "N", "N", "N", "O", "O", "H", "H", "H", "H", "H", "H", "H", "H", "H", "H", "H", "H", "H"],
  "positions_angstrom": [[4.75573, -1.11957, -2.15711], [3.81168, -1.00330, -1.10718], [4.33560, -0.81716, -3.43465], [2.37910, -0.03568, -2.70616], [2.61279, -0.35811, -1.33417], [0.56554, 0.43925, -0.48918], [-3.61104, 0.20104, 1.21387], [-2.58273, 1.37789, 1.05458], [-2.53105, -0.73890, 0.78358], [3.14443, -0.39238, -3.71759], [1.75768, -0.01340, -0.24684], [-0.31317, 0.61524, 0.87344], [-1.65646, 0.41178, 0.43987], [-0.20456, 0.38231, -1.44674], [0.38846, -0.09302, 1.78065], [5.73831, -1.53537, -1.99104], [4.18939, -1.44912, -0.21623], [5.02906, -1.11046, -4.18534], [1.46963, 0.45404, -2.96004], [-4.15766, 0.00829, 2.13764], [-4.45738, 0.34751, 0.50562], [-2.83257, 2.20352, 0.33810], [-2.21418, 1.83802, 1.92800], [-1.92757, -1.33441, 1.42778], [-2.59449, -1.38422, -0.14502], [1.99787, 0.08729, 0.71909], [-1.39681, 0.43342, -0.68748], [0.28910, 0.26173, 2.69997]],
  "nbo_charge": [-0.2209, -0.1846, 0.0529, 0.0391, 0.0449, 0.7968, -0.4453, -0.1958, -0.2299, -0.3773, -0.5516, -0.0626, -0.2636, -0.6032, -0.5557, 0.2348, 0.2312, 0.2033, 0.2120, 0.2555, 0.2470, 0.2342, 0.2285, 0.2318, 0.2369, 0.4552, 0.4802, 0.5065],
  "homo_lumo_gap_ev": 9.3988,
  "smiles": "O=C(Nc1cccnc1)N(O)[NH+]1CCC1",
  "homo_energy_ev": -12.360,
  "total_charge": 1,
  "e_tot_ev": -19588.0277,
  "relative_energy_kcal_mol": 51.6
}

{
  "formula": "C3H12N3O",
  "method": "the ωB97M-V functional and the def2-TZVPD basis",
  "symbols": ["C", "O", "H", "H", "H", "H", "C", "C", "N", "N", "N", "H", "H", "H", "H", "H", "H", "H", "H"],
  "positions_angstrom": [[1.47439, -1.79706, 2.27906], [0.25917, -1.34221, 1.63908], [-0.42503, -1.90514, 2.01825], [2.10164, -2.34157, 1.57280], [1.25858, -2.45393, 3.11491], [2.07417, -0.92369, 2.52942], [0.63876, 2.13653, -0.74132], [-1.00945, 0.37759, -1.06708], [-0.20243, 1.03113, -0.25251], [-1.38326, 0.87680, -2.23570], [-1.33422, -0.92298, -0.80191], [0.19988, 0.40319, 0.44037], [0.01879, 2.90360, -1.17897], [1.39220, 1.76462, -1.43208], [-1.27451, 1.83944, -2.51656], [-2.05748, 0.35528, -2.77662], [-0.61817, -1.35410, -0.21361], [-2.25817, -1.20507, -0.49617], [1.14516, 2.55755, 0.11867]],
  "nbo_charge": [-0.2575, -0.7801, 0.4905, 0.1827, 0.1973, 0.1897, -0.4299, 0.6828, -0.5329, -0.7372, -0.8282, 0.4421, 0.2122, 0.2216, 0.4243, 0.4315, 0.4237, 0.4244, 0.2429],
  "homo_lumo_gap_ev": 11.7007,
  "homo_energy_ev": -14.513,
  "total_charge": 1,
  "e_tot_ev": -9817.5962,
  "relative_energy_kcal_mol": 28.1
}

{
  "formula": "C37H34NP2SiW",
  "method": "the ωB97M-V functional and the def2-TZVPD basis",
  "symbols": ["W", "C", "Si", "C", "C", "C", "C", "C", "C", "P", "C", "C", "C", "C", "C", "C", "C", "C", "C", "C", "C", "C", "C", "C", "C", "C", "C", "C", "P", "C", "C", "C", "C", "C", "C", "C", "C", "C", "C", "C", "C", "H", "H", "H", "H", "H", "H", "H", "H", "H", "H", "H", "H", "H", "H", "H", "H", "H", "H", "H", "H", "H", "H", "H", "H", "H", "H", "H", "H", "H", "H", "H", "N", "H", "H", "H"],
  "positions_angstrom": [[-0.78346, -0.69357, -0.71080], [2.47358, -2.21660, -1.88661], [1.63900, -0.85450, -0.88799], [2.39270, 0.72326, -1.60671], [3.76041, 0.93644, -1.81147], [4.24745, 2.19949, -2.06365], [3.34927, 3.24638, -2.25065], [1.96922, 3.06999, -2.09849], [1.50631, 1.76606, -1.84798], [-0.32193, 1.38850, -1.72208], [-0.78427, 1.62404, -3.47325], [-0.87130, 0.62049, -4.46039], [-1.39290, 0.87125, -5.75670], [-1.74686, 2.16526, -6.15025], [-1.63498, 3.17884, -5.18310], [-1.15792, 2.89591, -3.88220], [-1.06742, 2.55076, -0.60189], [-2.38294, 2.96628, -0.85927], [-2.95576, 3.87656, 0.00824], [-2.22334, 4.53740, 0.98479], [-0.89967, 4.17190, 1.20820], [-0.34005, 3.09587, 0.45320], [2.29056, -1.21496, 0.86746], [3.68039, -1.26770, 1.07742], [4.21223, -1.76698, 2.23090], [3.32183, -2.24670, 3.19328], [1.93752, -2.33127, 2.97333], [1.43648, -1.68358, 1.87473], [-0.38446, -1.51397, 1.59754], [-1.04052, -3.15767, 1.85169], [-1.97053, -3.47814, 2.81984], [-2.80525, -4.63771, 2.68555], [-2.43454, -5.61971, 1.79570], [-1.42261, -5.32124, 0.83280], [-0.66812, -4.17779, 0.86350], [-0.75140, -0.40516, 2.97755], [-2.12635, -0.26385, 3.28571], [-2.49889, 0.36504, 4.47026], [-1.54365, 0.92539, 5.31339], [-0.21282, 0.91901, 4.94876], [0.21397, 0.21903, 3.79927], [2.69824, -2.03386, -2.94452], [1.80801, -3.08460, -1.77349], [3.38644, -2.51276, -1.36871], [4.41426, 0.02991, -1.85296], [5.31624, 2.42500, -2.11435], [3.73671, 4.25791, -2.51599], [1.26307, 3.83651, -2.26164], [-0.40275, -0.35458, -4.28445], [-1.55836, 0.06322, -6.45269], [-2.03643, 2.38306, -7.16173], [-1.99510, 4.18781, -5.37037], [-0.98344, 3.75288, -3.23716], [-2.94389, 2.57288, -1.71299], [-3.99926, 4.21487, -0.02728], [-2.63508, 5.37779, 1.47201], [-0.27447, 4.66450, 1.96714], [0.68021, 2.74471, 0.70496], [4.32152, -0.89176, 0.29081], [5.25971, -1.89638, 2.39859], [3.77095, -2.58296, 4.14915], [1.26714, -2.78104, 3.72717], [-2.05475, -2.85952, 3.69964], [-3.63099, -4.72971, 3.41582], [-2.83182, -6.62914, 1.76348], [-1.22074, -6.10168, 0.09809], [0.25837, -4.13865, 0.20219], [-2.87914, -0.66742, 2.61225], [-3.54435, 0.39221, 4.80918], [-1.81999, 1.41692, 6.22352], [0.43663, 1.44940, 5.58472], [1.25411, 0.17609, 3.57426], [-1.59956, -1.87176, -2.04812], [-1.03748, -2.68023, -2.15427], [-2.05769, -1.47325, -2.87411], [-2.37531, -2.11844, -1.39780]],
  "lowdin_charge": [1.0473, -0.1675, 0.5219, -0.3007, -0.0695, -0.0321, -0.0248, -0.0479, -0.3498, 0.9341, -0.3476, -0.0989, -0.0360, -0.0122, -0.0095, -0.0914, -0.4137, -0.0870, -0.0409, -0.0217, -0.0113, -0.0622, -0.2744, -0.0742, -0.0252, -0.0177, -0.0695, -0.4028, 0.9485, -0.3749, -0.0562, -0.0155, -0.0159, -0.0697, -0.0988, -0.3509, -0.1138, -0.0434, -0.0300, -0.0230, -0.0344, 0.0577, 0.0159, 0.0490, 0.1296, 0.1345, 0.1418, 0.0971, 0.0972, 0.1172, 0.1245, 0.1270, 0.1129, 0.1181, 0.1351, 0.1168, 0.1309, 0.1258, 0.1012, 0.1246, 0.1379, 0.1384, 0.1106, 0.1362, 0.1298, 0.1217, 0.1273, 0.1039, 0.1309, 0.1235, 0.1096, 0.0999, 0.0093, 0.0860, 0.1227, 0.1185],
  "homo_lumo_gap_ev": [5.3362, 5.7470],
  "homo_energy_ev": [-16.726, -16.713],
  "total_charge": 3,
  "e_tot_ev": -68661.8841,
  "spin_multiplicity": 3,
  "s2": 2.029
}